115
Properties=species:S:1:pos:R:3 method="wB97M-V/def2-TZVPD" lumo_energy_ha=-0.1343 max_force_ha_per_bohr=0.09082 charge=+1
Bi -8.72 -11.99 19.78
C -8.92 -6.88 22.83
C -8.49 -8.14 22.33
N -8.77 -8.54 21.12
C -9.68 -7.81 20.41
C -10.12 -6.60 20.94
N -9.75 -6.14 22.14
C -10.00 -8.22 19.02
C -11.00 -7.56 18.26
C -11.15 -7.84 16.85
C -10.48 -8.96 16.39
C -9.60 -9.66 17.22
N -9.28 -9.25 18.46
C -8.91 -10.81 16.61
C -9.30 -11.44 15.41
N -8.54 -12.29 14.70
C -7.39 -12.63 15.26
C -7.09 -12.17 16.54
N -7.81 -11.31 17.27
C -11.63 -6.78 15.89
C -11.15 -6.78 14.51
C -11.62 -5.75 13.69
N -12.56 -4.87 14.08
C -13.05 -4.98 15.32
C -12.55 -5.84 16.29
H -8.57 -6.55 23.81
H -7.81 -8.78 22.91
H -10.80 -5.91 20.42
H -11.71 -6.93 18.80
H -10.51 -9.38 15.39
H -10.29 -11.23 14.98
H -6.85 -13.45 14.80
H -6.15 -12.48 16.95
H -10.32 -7.37 14.14
H -11.31 -5.57 12.69
H -13.79 -4.14 15.57
H -12.97 -5.91 17.28
Cl -1.30 -13.86 20.03
C -2.94 -13.33 20.20
C -3.11 -11.89 20.22
C -4.36 -11.30 20.31
C -5.55 -12.05 20.25
O -6.67 -11.33 20.14
C -5.47 -13.52 20.24
C -6.53 -14.39 20.17
O -7.82 -14.12 19.93
C -4.09 -14.11 20.24
H -2.20 -11.28 20.08
H -4.45 -10.21 20.27
H -6.39 -15.45 20.32
H -3.91 -15.14 20.39
C -14.12 -12.37 22.39
C -13.28 -11.76 21.32
C -13.26 -10.23 21.28
C -13.60 -12.30 19.95
O -11.91 -12.21 21.52
Si -10.98 -12.30 22.86
S -8.92 -12.03 22.35
O -11.50 -11.18 23.87
C -11.36 -10.65 25.21
C -12.65 -9.92 25.59
C -11.03 -11.79 26.17
C -10.19 -9.65 25.05
O -11.08 -13.79 23.66
C -10.64 -15.15 23.25
C -9.21 -15.28 23.75
C -11.47 -16.14 24.06
C -10.86 -15.33 21.78
H -15.22 -12.30 22.14
H -13.91 -11.85 23.32
H -13.83 -13.45 22.42
H -14.32 -9.88 21.14
H -12.74 -9.82 20.42
H -12.83 -9.78 22.19
H -14.63 -12.05 19.57
H -13.56 -13.36 19.95
H -12.85 -11.97 19.19
H -13.52 -10.60 25.69
H -12.91 -9.10 24.88
H -12.44 -9.52 26.56
H -11.91 -12.39 26.37
H -10.65 -11.35 27.06
H -10.24 -12.43 25.73
H -10.56 -8.78 24.49
H -9.35 -10.16 24.54
H -9.90 -9.29 26.09
H -9.20 -15.08 24.81
H -8.49 -14.56 23.27
H -8.88 -16.32 23.63
H -11.27 -15.99 25.14
H -11.26 -17.15 23.64
H -12.53 -15.94 23.87
H -10.41 -14.47 21.25
H -11.94 -15.32 21.51
H -10.31 -16.22 21.45
C -13.22 -16.15 12.15
C -12.46 -15.79 13.40
C -11.16 -15.31 13.22
C -10.46 -14.78 14.26
C -11.10 -14.72 15.56
C -12.41 -15.23 15.78
C -13.02 -15.85 14.70
S -10.05 -14.34 16.99
C -9.81 -16.08 17.56
O -10.68 -13.57 18.10
H -13.16 -15.33 11.45
H -14.30 -16.40 12.38
H -12.89 -17.02 11.62
H -10.79 -15.26 12.16
H -9.47 -14.33 14.13
H -12.77 -15.35 16.78
H -13.98 -16.31 14.82
H -9.68 -16.71 16.70
H -10.69 -16.39 18.11
H -8.87 -16.18 18.10